1.
ORCA calculation (wB97M-V/def2-TZVPD) on a molecular structure, C8H26BF4LiN2O4 in a non-equilibrium geometry.

The HOMO energy comes out at -9.551 eV. The value obtained for the frontier orbital gap is 8.105 eV. The spin multiplicity is 1.

XYZ file:
```
46
Properties=species:S:1:pos:R:3:forces:R:3
Li 0.61951 -0.30499 -1.02741 0.294 -0.015 -0.354
B 4.76433 -0.96033 -4.86466 0.304 -0.217 0.335
F 3.89372 -1.99412 -5.29059 0.047 0.187 -0.291
F 4.64124 0.19810 -5.63455 -0.286 0.026 -0.409
F 4.47983 -0.66949 -3.54211 -1.465 0.721 1.683
F 6.07961 -1.37025 -4.77552 1.045 -0.655 -1.075
O 1.56348 2.12710 -2.62805 -0.382 -0.330 0.517
H 2.25234 2.16827 -3.29139 0.439 -0.272 -0.247
H 0.97247 2.84634 -2.85084 -0.166 0.178 -0.039
O 0.50027 -2.98029 -2.70821 -0.249 0.428 0.439
H 0.35459 -3.86331 -2.36865 -0.035 -0.205 0.110
H 0.97581 -3.11388 -3.52811 0.363 0.150 -0.349
C 3.04314 0.62674 3.12802 0.855 0.375 0.296
C 3.17262 -0.83358 2.61845 -1.150 1.249 1.010
C 3.85024 -1.75926 3.64031 0.332 0.232 0.143
O 3.08149 -1.84730 4.84081 -0.205 0.354 -0.161
C 3.59405 -2.62238 5.92330 -0.549 -0.146 -0.362
N 1.80528 -1.25143 2.32692 -1.051 -0.629 -0.296
H 4.00804 1.10829 3.28665 0.354 -0.222 -0.303
H 2.59608 0.75822 4.11338 -0.415 -0.637 -0.008
H 2.51084 1.29575 2.45187 -0.127 -0.344 -0.248
H 3.66452 -0.79725 1.64644 0.625 -0.316 0.314
H 4.84096 -1.35255 3.84320 0.250 -0.034 0.172
H 3.98150 -2.73868 3.18029 -0.016 -0.325 0.045
H 4.50004 -2.21291 6.37008 0.280 -0.079 -0.348
H 3.66969 -3.67140 5.63701 0.623 -0.082 -0.207
H 2.85320 -2.65672 6.72208 -0.249 0.483 -0.163
H 1.21866 -1.10523 3.13598 -0.044 0.677 0.332
H 1.73430 -2.25863 2.30211 0.393 -0.482 -0.550
C -4.62899 -0.25783 -0.37062 -0.986 -2.575 1.111
C -4.39986 0.82387 -1.30798 -0.719 1.312 -1.258
C -5.53832 1.88722 -1.36122 1.551 -0.807 -0.181
O -5.18600 2.85562 -2.34580 -0.030 -0.268 0.739
C -6.18721 3.82137 -2.44152 -0.883 1.146 -0.740
N -3.11727 1.39417 -0.99649 0.734 0.955 -0.085
H -4.54730 -0.08391 0.70232 0.189 0.625 -0.013
H -3.92663 -1.05652 -0.60915 0.129 -0.064 0.185
H -5.61039 -0.71580 -0.49392 -0.195 0.028 -0.124
H -4.32929 0.36413 -2.29375 -0.041 0.176 -0.260
H -5.55074 2.34918 -0.37403 -0.415 0.241 0.212
H -6.48235 1.39059 -1.58539 -0.223 0.134 -0.042
H -6.99033 3.49740 -3.10344 -0.267 -0.326 0.096
H -5.86324 4.76220 -2.88649 0.768 -0.229 -0.179
H -6.62871 4.15969 -1.50412 0.073 -0.495 0.448
H -3.00822 2.20490 -1.58887 0.303 0.155 -0.504
H -3.22702 1.83889 -0.09633 0.195 -0.077 0.610
```
Positions in Å, forces in eV/Å.



2.
ORCA calculation (wB97M-V/def2-TZVPD) on 5 unconnected molecules or ions with the total composition C8H26IN2O4 in a non-equilibrium geometry.

The HOMO energy comes out at -4.010 eV. As for the energy relative to the best compared isomer or geometry (same formula, charge and spin): 1.339 eV. The value obtained for the frontier orbital gap is 6.622 eV. Its net charge is -1. The spin multiplicity is 1.

XYZ file:
```
41
Properties=species:S:1:pos:R:3:forces:R:3
I 1.68131 -3.84711 -0.81031 -0.083 0.338 -0.031
C -2.24818 -1.28215 5.24182 0.075 -0.229 1.924
C -2.19201 -1.74254 3.84033 0.039 0.232 -0.617
C -2.52729 -0.54770 3.00139 -0.585 1.240 -1.594
O -3.83307 0.01666 3.16937 -0.664 -0.602 -0.778
C -4.87585 -0.56486 2.29178 1.541 -0.039 2.355
N -0.84550 -2.23220 3.49820 -1.290 -0.144 0.398
H -3.22582 -0.88065 5.50853 0.013 0.056 -0.084
H -1.49882 -0.51685 5.44396 0.032 0.314 -0.279
H -1.99063 -2.05583 5.96515 -0.178 -0.334 -0.094
H -2.97487 -2.46560 3.61138 0.250 -0.583 0.251
H -2.41370 -0.73964 1.93446 0.197 -0.420 -0.242
H -1.82218 0.25998 3.19777 0.100 0.125 0.290
H -4.90213 -1.63930 2.47344 -0.037 -0.214 -0.140
H -4.68011 -0.41061 1.23065 -0.251 0.512 0.074
H -5.76062 -0.15404 2.77808 -0.279 0.152 -0.960
H -0.90482 -2.56443 2.54625 0.590 -0.049 -0.266
H -0.25568 -1.41332 3.53895 0.537 -0.041 -0.281
C 3.74990 2.09723 -4.39928 0.400 0.648 1.844
C 3.14822 1.21653 -3.21336 -0.294 0.880 -1.516
C 1.94997 1.88656 -2.46338 1.504 0.184 1.049
O 2.31772 3.02520 -1.72819 -0.647 1.003 0.947
C 1.20442 3.61157 -0.98641 1.121 -0.302 -0.988
N 2.50340 0.09271 -3.87791 -0.279 -0.028 -0.235
H 3.25315 3.06642 -4.44412 -0.673 -0.184 -0.479
H 3.86005 1.59898 -5.36246 -0.485 -0.133 0.247
H 4.73860 2.46953 -4.13099 0.377 -0.398 0.141
H 3.95321 0.83872 -2.58301 -0.225 0.337 0.333
H 1.58510 1.13971 -1.75827 -0.313 -0.308 -0.013
H 1.13755 2.19871 -3.11960 -0.048 -0.344 -0.630
H 0.31715 3.70214 -1.61301 -0.044 0.064 -0.323
H 1.55728 4.60952 -0.72628 -0.187 -0.139 0.277
H 0.89875 3.02524 -0.11988 0.361 -0.110 0.169
H 2.13320 -0.54775 -3.19027 0.125 -0.491 0.304
H 1.68296 0.61066 -4.15847 -0.683 -0.798 -1.072
O -0.69648 -3.94241 -5.06465 -0.167 -0.157 -0.337
H -1.17984 -3.12891 -5.20900 -0.089 0.164 -0.002
H -0.08312 -3.73524 -4.35960 0.301 -0.045 0.434
O 2.24283 -0.25413 1.68679 -0.137 0.405 0.353
H 1.98535 -0.94830 1.08010 -0.101 -0.595 -0.331
H 3.01060 0.14751 1.28002 0.177 0.031 -0.099
```
Positions in Å, forces in eV/Å.



3.
ORCA calculation (wB97M-V/def2-TZVPD) on a molecular structure, C8H27CoO7 in a non-equilibrium geometry.

The HOMO energy (alpha / beta) comes out at -3.072 / -2.946 eV. As for the energy relative to the best compared isomer or geometry (same formula, charge and spin): 0.192 eV. The value obtained for the frontier orbital gap (alpha / beta) is 5.728 / 5.597 eV. As for the expectation value of S²: 3.756. Its net charge is -1. The spin multiplicity is 4.

XYZ file:
```
43
Properties=species:S:1:pos:R:3:forces:R:3
Co -20.86290 10.65899 -0.36099 1.365 2.379 -0.390
O -19.00857 11.36289 0.05126 0.028 -0.515 0.458
H -18.18026 10.94663 -0.19251 0.065 -0.206 -0.111
O -20.98698 12.15084 -1.73787 -0.300 -0.445 0.157
H -21.17145 12.01802 -2.66768 -0.256 -0.138 -0.119
O -21.67718 11.48052 1.31383 -0.624 -0.311 0.092
H -21.02089 11.51366 2.01103 0.321 -0.205 0.049
C -24.50227 9.05966 -2.25296 -0.164 -0.609 -0.145
C -23.33592 8.68142 -1.36516 0.241 -0.207 -0.202
O -22.78041 9.81059 -0.71649 -0.784 -0.658 -0.234
H -25.21626 9.63813 -1.66541 -0.175 0.016 -0.238
H -24.96858 8.13768 -2.61974 -0.232 0.062 0.230
H -24.22026 9.59188 -3.15985 0.238 0.371 0.282
H -22.57083 8.18632 -1.96689 0.241 0.391 0.037
H -23.62494 7.91672 -0.63267 -0.229 0.156 0.117
H -23.47287 10.19557 -0.16419 0.421 0.340 0.174
C -19.90702 6.51127 0.69261 -0.105 0.082 -0.070
C -19.38136 7.94786 0.87663 -0.057 -0.473 0.819
O -20.42014 8.89274 0.93806 -0.252 -0.382 -0.304
H -19.21826 5.93457 0.07214 0.002 -0.196 0.193
H -20.89609 6.46636 0.22925 0.122 0.368 -0.301
H -20.06600 6.01894 1.65461 0.304 -0.071 0.008
H -18.68157 8.25027 0.10057 -0.293 0.133 -0.240
H -18.80205 7.97058 1.80553 0.067 0.097 -0.031
H -20.83785 8.97187 1.80072 0.149 0.148 0.044
C -20.15314 9.84819 -4.29586 -0.303 0.466 0.210
C -19.32456 9.68021 -3.01718 0.235 0.469 -1.261
O -20.17349 9.30517 -1.94707 0.270 -0.942 -0.192
H -20.91313 10.61204 -4.12198 -0.056 -0.108 0.146
H -20.67419 8.92369 -4.55815 0.109 -0.070 -0.043
H -19.59471 10.20994 -5.16273 0.314 -0.248 0.123
H -18.81274 10.60450 -2.75549 -0.364 0.141 0.273
H -18.53611 8.94542 -3.22180 -0.105 -0.254 0.384
H -20.21459 8.34277 -1.93999 -0.117 0.083 0.172
C -21.08099 14.20406 3.33117 -0.519 0.340 0.294
C -20.97491 14.85592 1.96353 -0.827 -0.676 -1.148
O -20.54140 13.93494 0.98614 0.224 0.142 0.665
H -21.69050 13.30600 3.21534 0.213 -0.165 -0.003
H -21.63627 14.81889 4.05247 0.204 0.192 -0.041
H -20.10983 13.95530 3.75839 0.045 -0.095 -0.108
H -20.36191 15.76122 1.92772 0.400 -0.221 0.168
H -21.96520 15.19783 1.61169 -0.207 0.168 0.581
H -21.04499 13.06666 1.09714 0.390 0.653 -0.494
```
Positions in Å, forces in eV/Å.